Entry 1:
C30H39BF15IO14 | the ωB97M-V functional and the def2-TZVPD basis

- F_max: 10.297 eV Å⁻¹
- E_LUMO: -0.05 eV
- Structure (SMILES): C#CC[C@@]1(B(C)O)OC(=O)O[C@H]1[C@@H](I)CC.CCOC(=O)C(F)(F)F.CCOC(=O)C(F)(F)F.CCOC(=O)C(F)(F)F.CCOC(=O)C(F)(F)F.CCOC(=O)C(F)(F)F
- HOMO: -9.21 eV

Atoms and positions in Å:
C 6.14150 -0.45902 -1.58322
C 6.07376 -1.88459 -1.54104
C 5.97429 -3.53847 -1.77107
C 5.53014 -3.79619 -3.36063
B 6.93414 -3.65800 -4.20604
C 7.71340 -2.24078 -4.53873
O 7.59532 -4.91969 -4.69458
O 5.00095 -5.11824 -3.73398
C 4.39330 -4.84422 -5.07805
O 4.34477 -5.69875 -6.12456
O 3.90771 -3.45296 -5.03547
C 4.24418 -2.84269 -3.73863
C 2.93031 -3.01217 -2.76699
I 2.42756 -1.16026 -1.65398
C 1.56168 -3.49239 -3.53295
C 0.90869 -2.32755 -4.52042
H 6.25329 0.64292 -2.02921
H 7.05137 -4.00814 -1.59440
H 5.21303 -4.03270 -1.02599
H 7.60038 -2.02402 -5.69852
H 7.28243 -1.30311 -3.98626
H 8.86827 -2.41188 -4.32332
H 7.67316 -4.83043 -5.70891
H 4.38344 -1.68002 -3.80190
H 3.20598 -3.83897 -1.96734
H 0.73021 -3.71066 -2.70635
H 1.66076 -4.47355 -4.16307
H 0.09178 -2.89257 -5.17565
H 0.30807 -1.49944 -3.92365
H 1.72750 -1.80821 -5.17550
C 7.71791 -7.26228 -2.47505
C 8.41146 -8.60489 -2.61507
O 9.67549 -8.59686 -1.93454
C 9.63019 -8.77466 -0.57569
O 8.59020 -8.92793 0.06005
C 11.04017 -8.79263 0.01261
F 11.82266 -7.78165 -0.46401
F 11.70083 -9.95116 -0.27433
F 11.05438 -8.67307 1.37019
H 8.37166 -6.45455 -2.82058
H 6.79183 -7.24207 -3.05571
H 7.47489 -7.04931 -1.42984
H 8.62144 -8.80017 -3.67370
H 7.78187 -9.42629 -2.25554
C -2.43718 -0.28526 2.37364
C -2.87396 1.04320 1.78404
O -1.73493 1.82132 1.38646
C -1.16622 1.48755 0.18424
O -1.57251 0.57918 -0.53619
C 0.00018 2.42053 -0.13749
F 0.83640 2.60398 0.92488
F -0.42400 3.66379 -0.50542
F 0.78093 1.96752 -1.15864
H -1.73316 -0.12683 3.19732
H -3.29865 -0.84587 2.74616
H -1.92184 -0.89873 1.62868
H -3.40623 1.62506 2.54630
H -3.56388 0.90705 0.94390
C 0.93869 5.89309 -0.91452
C 1.21363 6.85702 -2.05403
O 0.42970 8.05096 -1.90945
C 0.90599 8.98162 -1.02221
O 1.93419 8.83751 -0.36552
C 0.00632 10.21638 -1.00183
F -1.31930 9.90110 -0.93203
F 0.15635 10.97877 -2.12311
F 0.25436 11.04097 0.05460
H -0.13316 5.68105 -0.84117
H 1.47685 4.95322 -1.06362
H 1.24507 6.31784 0.04599
H 0.91778 6.39538 -3.00390
H 2.27928 7.09907 -2.13258
C -8.14622 1.76128 5.83432
C -8.16080 0.25601 5.64150
O -7.08587 -0.15650 4.78401
C -5.85025 -0.25488 5.37030
O -5.63270 -0.00698 6.55370
C -4.81308 -0.74671 4.36192
F -4.89183 -0.09581 3.16540
F -4.95905 -2.07388 4.08208
F -3.53031 -0.58814 4.79422
H -8.16630 2.27258 4.86615
H -9.00792 2.08476 6.42427
H -7.23560 2.08602 6.34638
H -9.09377 -0.04105 5.14730
H -8.12053 -0.27606 6.59838
C -11.97661 7.31760 4.57265
C -11.22676 6.65197 3.43340
O -10.68100 5.39199 3.85238
C -11.55452 4.33540 3.87982
O -12.74232 4.42158 3.57829
C -10.83568 3.05273 4.29514
F -10.02763 3.22953 5.38020
F -10.03610 2.56829 3.30167
F -11.69057 2.04276 4.62166
H -11.33118 7.41517 5.45192
H -12.32726 8.31031 4.27807
H -12.84209 6.72225 4.87824
H -10.38000 7.28178 3.13468
H -11.86109 6.52581 2.54906

***

Entry 2:
C30H39Br2F16N5O6S | the ωB97M-V functional and the def2-TZVPD basis

- F_max: 0.827 eV Å⁻¹
- E_LUMO: -1.39 eV
- Structure (SMILES): C[C@@H](Br)[C@H](Br)c1c(S(=O)(=O)C(F)(F)C(F)(F)C(F)(F)F)cc(C(F)(F)C(F)(F)C(F)(F)C(F)(F)F)c2ncc(N)nc12.COCCNCCOC.COCCNCCOC
- HOMO: -8.64 eV

Atoms and positions in Å:
C -1.43276 -4.56887 3.20824
C -0.93593 -4.14074 1.81402
Br -0.64884 -5.77541 0.77858
C -1.87359 -3.07972 1.17846
Br -3.28105 -3.78077 0.04067
C -1.13345 -1.92489 0.53299
C -1.02302 -0.66535 1.10958
S -1.67475 -0.20980 2.69399
O -1.85482 -1.35602 3.53462
O -0.91196 0.90764 3.16367
C -3.34794 0.60474 2.43162
F -3.57212 1.13067 3.64619
F -3.19300 1.60113 1.54023
C -4.60062 -0.23097 2.03572
F -5.67697 0.41737 2.53873
F -4.55198 -1.45650 2.57959
C -4.82782 -0.33164 0.49338
F -5.59077 -1.39116 0.22483
F -3.65753 -0.44712 -0.15636
F -5.45125 0.76698 0.05049
C -0.31286 0.38540 0.50125
C 0.30040 0.21286 -0.68842
C 1.02388 1.41560 -1.25586
F 0.33828 2.53203 -0.86707
F 1.07273 1.43715 -2.59910
C 2.46110 1.66749 -0.68852
F 2.85768 2.86291 -1.16901
F 2.37471 1.76821 0.66032
C 3.59929 0.64946 -1.03609
F 3.40207 0.11585 -2.24999
F 4.76336 1.33780 -1.06716
C 3.79900 -0.50988 0.00807
F 2.65257 -0.85039 0.61440
F 4.25641 -1.59457 -0.63363
F 4.68708 -0.15126 0.93585
C 0.25327 -1.05222 -1.30520
N 0.90726 -1.27048 -2.48864
C 0.87178 -2.46086 -2.97948
C 0.15520 -3.53644 -2.34682
N 0.18868 -4.79260 -2.90582
N -0.49009 -3.34631 -1.23752
C -0.45015 -2.10968 -0.68573
H -1.86520 -5.56665 3.17615
H -0.60806 -4.59411 3.91653
H -2.19968 -3.89621 3.58172
H 0.05594 -3.70615 1.89888
H -2.43425 -2.68242 2.00852
H -0.25745 1.33571 1.00969
H 1.40908 -2.64952 -3.90517
H -0.57460 -5.37883 -2.59686
H 0.29279 -4.80117 -3.90918
C -8.48940 1.94325 -0.48609
O -9.45720 2.67650 -1.20701
C -9.25028 4.08205 -1.23053
C -8.81235 4.55882 -2.59787
N -7.46501 4.10688 -2.91338
C -7.04775 4.31379 -4.29595
C -7.84206 3.64209 -5.41003
O -7.71770 2.23472 -5.45710
C -8.55292 1.51670 -4.57115
H -8.87276 0.93114 -0.36674
H -7.53133 1.88870 -1.01333
H -8.31863 2.37243 0.50603
H -8.52598 4.37852 -0.46568
H -10.20732 4.55256 -0.98971
H -8.82794 5.65322 -2.60911
H -9.56127 4.20884 -3.32158
H -7.38681 3.12320 -2.69279
H -6.01499 3.96637 -4.37733
H -7.03451 5.39149 -4.49034
H -7.43371 4.00325 -6.35706
H -8.90165 3.92722 -5.39539
H -9.51815 2.01240 -4.43491
H -8.08819 1.36988 -3.59153
H -8.72388 0.53380 -5.00971
C 7.63070 -1.99516 0.66567
O 8.86383 -1.36409 0.39148
C 8.81683 0.05677 0.38949
C 9.52721 0.64359 1.58903
N 8.80210 0.37688 2.82261
C 9.52398 0.69897 4.04899
C 10.84323 -0.01009 4.33216
O 10.72214 -1.38757 4.62452
C 10.62406 -2.24459 3.50498
H 7.74379 -3.05074 0.42414
H 7.34390 -1.91174 1.72045
H 6.82908 -1.57989 0.05089
H 7.78114 0.40799 0.34138
H 9.32992 0.39445 -0.51503
H 9.60442 1.72698 1.45343
H 10.54775 0.23663 1.59681
H 8.53820 -0.59902 2.84568
H 8.85317 0.48500 4.88445
H 9.70944 1.77828 4.06142
H 11.26323 0.44388 5.23301
H 11.57782 0.14278 3.53131
H 11.21739 -1.87803 2.66256
H 9.58907 -2.38090 3.17747
H 11.00936 -3.21849 3.80605

***

Entry 3:
C30H39N3SSc | the ωB97M-V functional and the def2-TZVPD basis

- Charge: -1
- F_max: 5.444 eV Å⁻¹
- E_LUMO (alpha / beta): 2.41 / 2.41 eV
- HOMO (alpha / beta): -1.43 / 0.00 eV

Atoms and positions in Å:
Sc 0.14347 0.15218 1.20725
N -1.44513 -2.81995 2.36066
N 1.43911 -1.61763 0.51099
C 0.42808 2.43354 1.15908
C 1.78164 1.95420 1.26324
C 1.92795 1.27930 2.51636
C 3.13736 0.53475 2.98345
H 4.02465 0.87763 2.43574
H 3.03906 -0.55543 2.82802
H 3.29335 0.70627 4.06079
C 0.67809 1.35141 3.21375
C 0.37125 0.66966 4.52049
H -0.35533 1.29846 5.10167
H 1.33195 0.55619 5.08288
H -0.09064 -0.35389 4.36653
C -0.25403 2.07994 2.39244
C -1.68861 2.30857 2.75497
H -2.19578 1.37720 3.06175
H -2.25283 2.73092 1.91351
H -1.76781 3.00288 3.60725
C 2.88366 2.16886 0.27568
H 3.62960 2.87141 0.67851
H 2.49521 2.58059 -0.66246
H 3.40967 1.23331 0.04363
C -0.13497 3.09662 -0.06637
H -1.23658 3.09257 -0.05595
H 0.19574 2.57798 -0.99142
H 0.21460 4.14490 -0.14128
C -2.32192 -3.83413 2.40427
H -3.13466 -3.79132 3.10610
C -2.22066 -4.91587 1.55948
H -3.04440 -5.63594 1.50279
C -1.10380 -5.16454 0.75909
H -0.90397 -6.00552 0.06931
C -0.00477 -4.19501 0.83697
H 0.99027 -4.30141 0.41940
C -0.30780 -3.05050 1.65997
C 0.70690 -1.92395 1.62430
H 1.45475 -2.07578 2.46287
C 0.64135 -1.17500 -0.49945
C 2.70593 -1.68332 -0.07297
H 3.60064 -2.00339 0.54472
C 2.74237 -1.24211 -1.39282
H 3.55222 -1.17817 -2.12045
N 1.34429 -0.87801 -1.66126
C 0.81547 -0.13473 -2.80062
C 1.49997 0.87565 -3.43394
C 0.72280 1.78320 -4.22566
H 1.15324 2.64464 -4.62697
C -0.68031 1.53289 -4.42231
C -1.55249 2.56084 -5.12222
H -2.40751 2.85023 -4.45585
H -2.01464 2.16551 -6.06130
H -0.99613 3.48205 -5.38066
C -1.25659 0.39503 -3.90049
H -2.30010 0.17877 -4.08091
C -0.50942 -0.49158 -3.06964
C -1.09431 -1.75366 -2.59169
H -0.68030 -2.61710 -3.13584
H -2.17423 -1.74286 -2.67956
H -0.83717 -1.89546 -1.51732
C 2.94928 1.15128 -3.35198
H 3.51964 0.60503 -4.11036
H 3.34859 0.86487 -2.37852
H 3.13865 2.20534 -3.50645
C -3.48040 -0.79151 2.02387
S -2.38159 -0.95759 0.58377
C -2.80045 0.47939 -0.41133
H -4.40613 -1.35363 1.81017
H -3.69862 0.26578 2.22620
H -2.93919 -1.26192 2.85781
H -3.45801 0.13702 -1.22191
H -1.89046 0.91171 -0.85563
H -3.28906 1.23234 0.21582

***

Entry 4:
C30H40AsCrN3O4Si2 | the ωB97M-V functional and the def2-TZVPD basis

- ⟨S²⟩: 3.81
- Relative energy (zero: lowest compared OMol25 entry of this formula, charge and spin): 0.0 kcal/mol
- Charge: -1
- F_max: 0.676 eV Å⁻¹
- E_LUMO (alpha / beta): 2.21 / 2.21 eV
- HOMO (alpha / beta): -4.39 / -4.33 eV
- 2S+1: 4

Atoms and positions in Å:
Cr 1.74545 0.34925 0.31370
O 3.67332 1.47048 3.62004
C 3.27524 1.05280 2.55600
O 2.06483 1.17928 2.09292
C 4.21969 0.26927 1.58294
O 5.37713 0.04636 1.84047
O 3.61779 -0.09381 0.47158
C -2.40536 1.36700 3.65321
C -3.60046 1.38021 2.74049
C -4.87618 1.13854 3.24931
C -6.00898 1.19052 2.45359
C -5.88616 1.48548 1.10276
C -4.62780 1.70167 0.56771
C -3.49425 1.65125 1.37417
N -2.23375 1.92643 0.79067
C -1.17953 1.03357 0.74167
N -1.44193 -0.19202 1.23051
C -0.56423 -1.29701 1.42439
C 0.78392 -1.23897 1.09650
C 1.54195 -2.37842 1.38920
C 0.97858 -3.51980 1.93471
C -0.38251 -3.55242 2.20658
C -1.17531 -2.44305 1.96233
C -2.65247 -2.47776 2.26173
N -0.03813 1.38339 0.23885
C 0.05794 2.72360 -0.27494
C 0.02619 2.88908 -1.65747
C 0.14295 4.14852 -2.22192
C 0.29554 5.25284 -1.39570
C 0.31383 5.08443 -0.02097
C 0.18671 3.82850 0.57293
C 0.12740 3.71074 2.06949
H -2.70269 1.65756 4.66036
H -1.62898 2.05069 3.30751
H -1.94198 0.37930 3.71255
H -4.97253 0.92579 4.30784
H -6.98324 1.00567 2.88703
H -6.75915 1.53233 0.46524
H -4.50581 1.90127 -0.49006
H -2.19947 2.64396 0.08194
H -2.40362 -0.34861 1.47709
H 2.60182 -2.36617 1.17043
H 1.59559 -4.38567 2.14240
H -0.83978 -4.44475 2.61992
H -2.93617 -3.45262 2.65608
H -3.25875 -2.30057 1.36665
H -2.94582 -1.73013 3.00670
H -0.04564 2.00949 -2.28165
H 0.13778 4.25735 -3.29867
H 0.40618 6.24293 -1.82026
H 0.43137 5.94675 0.62565
H 0.73879 4.48477 2.53482
H 0.49349 2.74789 2.41901
H -0.90299 3.85738 2.41031
C -1.56397 -0.90516 -2.12856
Si 0.09627 -1.58900 -2.70443
C 0.21083 -3.33209 -2.02739
C -0.04294 -1.71861 -4.57535
As 1.82586 -0.16100 -2.13298
Si 3.67185 -1.54951 -2.43364
C 3.91638 -2.94055 -1.20605
C 3.56820 -2.35018 -4.13869
C 5.20470 -0.48482 -2.41416
H -2.35497 -1.31388 -2.76575
H -1.61617 0.18436 -2.18128
H -1.76552 -1.20336 -1.09959
H -0.68454 -3.89405 -2.31477
H 0.27748 -3.31607 -0.93628
H 1.08466 -3.86421 -2.40893
H -0.86239 -2.38960 -4.85425
H 0.87596 -2.08886 -5.03055
H -0.24550 -0.73118 -4.99779
H 2.98579 -3.45514 -0.96250
H 4.34643 -2.54463 -0.28491
H 4.61259 -3.66975 -1.63422
H 2.83443 -3.15938 -4.16538
H 4.54204 -2.77146 -4.40817
H 3.28906 -1.61726 -4.89834
H 5.34860 -0.06210 -1.41892
H 5.12412 0.33177 -3.13469
H 6.08096 -1.08879 -2.67078

***

> Number 1 is which compound?

C30H39BF15IO14